1.
Molecular formula: C21H19BrMnN5O4
Method: DFT, ωB97M-V with the def2-TZVPD basis set

Geometry as ORCA input:
```
! RIJCOSX wB97M-V def2-TZVPD def2/J DEFGRID3
* xyz 1 6
Mn -0.253 -0.039 0.878
O 1.412 0.146 7.041
C 0.956 -0.071 5.802
C 0.162 -1.162 5.449
C -0.247 -1.287 4.139
N 0.076 -0.401 3.188
C 0.832 0.614 3.565
Br 1.254 1.803 2.128
C 1.310 0.862 4.826
H 1.156 -0.568 7.638
H -0.120 -1.908 6.179
H -0.843 -2.131 3.821
H 1.938 1.707 5.062
O -0.332 -0.182 -1.306
C 0.762 -0.979 -1.867
C 1.384 -1.796 -0.701
O 2.294 -2.548 -0.949
O 0.873 -1.580 0.476
C 0.156 -1.871 -2.934
C -0.222 -1.290 -4.144
C -0.872 -2.039 -5.113
C -1.140 -3.381 -4.884
C -0.759 -3.966 -3.685
C -0.116 -3.216 -2.711
C 1.832 -0.041 -2.404
C 1.831 1.315 -2.103
C 2.854 2.140 -2.557
C 3.889 1.612 -3.310
C 3.894 0.256 -3.612
C 2.874 -0.566 -3.163
H -1.051 -0.149 -1.948
H 0.018 -0.250 -4.337
H -1.155 -1.579 -6.050
H -1.636 -3.972 -5.642
H -0.956 -5.015 -3.508
H 0.192 -3.688 -1.788
H 1.011 1.746 -1.541
H 2.835 3.198 -2.327
H 4.685 2.252 -3.665
H 4.698 -0.165 -4.201
H 2.889 -1.624 -3.387
N -3.097 3.396 3.202
C -4.098 3.124 2.350
N -5.192 3.886 2.375
N -4.075 2.134 1.476
C -3.071 1.336 1.360
N -2.221 0.569 1.152
H -3.124 4.189 3.818
H -2.254 2.850 3.170
H -5.301 4.658 3.008
H -5.934 3.670 1.732
*
```

Expectation value of S²: 8.75
Calculated total energy (eV): -139085.96817
Orbital gap (alpha / beta) (eV): 8.32 / 8.31
LUMO energy (alpha / beta) (Eh): -0.095 / -0.096
E_HOMO (alpha / beta) (eV): -10.9 / -10.9
M (g mol⁻¹): 540.26

2.
Molecular formula: C51H139N9O19
Method: DFT, ωB97M-V with the def2-TZVPD basis set

Geometry as ORCA input:
```
! RIJCOSX wB97M-V def2-TZVPD def2/J DEFGRID3
* xyz 0 1
C 1.505 1.752 5.294
O 0.517 2.311 4.471
H 2.505 2.082 5.013
H 1.352 2.090 6.319
H 1.523 0.665 5.211
H 0.673 2.035 3.565
C -4.592 -5.095 -6.001
O -3.575 -4.553 -5.151
H -5.037 -4.372 -6.684
H -4.151 -5.912 -6.573
H -5.493 -5.427 -5.484
H -2.905 -4.080 -5.650
C 0.619 0.996 -7.958
O 0.204 -0.374 -7.784
H 0.218 1.648 -7.183
H 1.696 1.090 -7.817
H 0.339 1.376 -8.941
H 0.690 -0.948 -8.381
C -6.946 4.868 -5.107
O -7.730 4.100 -4.199
H -7.416 4.929 -6.089
H -6.724 5.872 -4.745
H -6.005 4.365 -5.328
H -8.523 4.619 -4.048
C 7.625 1.978 -5.540
O 7.640 0.623 -5.059
H 8.616 2.426 -5.469
H 7.256 2.040 -6.564
H 7.001 2.521 -4.830
H 8.065 0.612 -4.199
C -3.512 10.639 1.093
O -3.246 12.058 1.124
C -4.208 12.785 1.848
C -3.955 14.267 1.757
N -5.006 14.998 2.453
C -4.768 16.410 2.304
C -5.807 17.229 3.077
O -5.411 17.317 4.437
C -6.533 17.388 5.301
H -4.462 10.464 0.589
H -3.478 10.156 2.070
H -2.764 10.113 0.499
H -4.199 12.501 2.900
H -5.135 12.505 1.347
H -3.812 14.600 0.729
H -3.013 14.532 2.237
H -4.886 14.833 3.442
H -4.747 16.732 1.263
H -3.849 16.850 2.691
H -6.797 16.812 2.889
H -5.874 18.166 2.524
H -7.241 16.565 5.205
H -6.973 18.369 5.122
H -6.105 17.299 6.299
C 9.864 -12.455 -3.111
O 8.557 -12.252 -2.513
C 8.592 -12.262 -1.083
C 7.270 -11.792 -0.483
N 7.152 -10.298 -0.669
C 5.973 -9.916 0.152
C 5.525 -8.438 -0.076
O 4.966 -8.159 -1.358
C 4.676 -6.816 -1.538
H 10.354 -11.482 -3.124
H 9.702 -12.778 -4.139
H 10.464 -13.146 -2.519
H 9.409 -11.633 -0.730
H 8.686 -13.325 -0.859
H 7.217 -12.059 0.573
H 6.497 -12.383 -0.974
H 6.854 -10.180 -1.627
H 6.104 -10.185 1.200
H 5.150 -10.528 -0.217
H 6.399 -7.823 0.139
H 4.824 -8.115 0.693
H 5.640 -6.308 -1.565
H 4.024 -6.497 -0.725
H 4.193 -6.556 -2.480
C 12.178 3.922 -1.484
O 11.840 2.753 -0.719
C 10.510 2.755 -0.312
C 10.008 1.430 0.353
N 10.211 0.299 -0.558
C 9.977 -0.968 0.118
C 10.181 -2.218 -0.795
O 11.344 -2.199 -1.604
C 11.561 -3.390 -2.343
H 13.267 3.884 -1.459
H 11.818 4.817 -0.976
H 11.745 3.957 -2.483
H 9.838 3.019 -1.129
H 10.341 3.508 0.457
H 8.954 1.460 0.631
H 10.639 1.312 1.234
H 11.170 0.359 -0.868
H 8.966 -0.996 0.524
H 10.637 -1.070 0.979
H 9.372 -2.382 -1.507
H 10.239 -3.090 -0.143
H 10.678 -3.620 -2.940
H 11.845 -4.198 -1.671
H 12.426 -3.312 -3.002
C -0.524 -6.514 8.776
O -0.268 -7.840 9.116
C -0.828 -8.137 10.372
C -0.093 -7.593 11.553
N 1.231 -8.199 11.798
C 1.884 -7.619 12.952
C 3.193 -8.335 13.282
O 4.212 -7.752 12.544
C 5.519 -8.269 12.799
H -1.574 -6.403 8.505
H 0.088 -6.244 7.915
H -0.207 -5.781 9.518
H -0.810 -9.219 10.509
H -1.843 -7.744 10.319
H -0.791 -7.777 12.370
H 0.027 -6.511 11.513
H 1.766 -8.020 10.960
H 1.260 -7.792 13.829
H 2.084 -6.557 12.810
H 3.117 -9.387 13.007
H 3.351 -8.322 14.360
H 6.110 -7.933 11.947
H 5.593 -9.341 12.983
H 5.936 -7.734 13.652
C 5.956 9.713 -1.235
O 7.259 10.091 -0.912
C 7.676 11.282 -1.569
C 7.907 11.098 -3.105
N 8.826 12.110 -3.608
C 8.991 11.980 -5.068
C 9.977 13.026 -5.475
O 11.297 12.831 -4.988
C 11.941 11.585 -5.432
H 5.647 8.753 -0.821
H 5.969 9.563 -2.315
H 5.255 10.484 -0.916
H 8.634 11.475 -1.087
H 7.129 12.181 -1.285
H 6.953 11.098 -3.632
H 8.358 10.146 -3.383
H 8.325 12.976 -3.467
H 8.086 12.278 -5.597
H 9.266 10.983 -5.412
H 9.637 14.014 -5.165
H 10.090 13.087 -6.557
H 12.151 11.525 -6.500
H 11.337 10.701 -5.228
H 12.832 11.534 -4.806
C -10.399 -12.046 -1.345
C -8.904 -11.843 -1.431
C -8.540 -10.332 -1.560
O -8.880 -9.635 -0.349
C -8.409 -8.290 -0.337
N -8.294 -12.540 -0.257
H -10.832 -11.341 -0.635
H -10.613 -13.077 -1.065
H -10.862 -11.856 -2.314
H -8.495 -12.400 -2.274
H -9.035 -9.996 -2.470
H -7.468 -10.235 -1.734
H -7.332 -8.198 -0.191
H -8.817 -7.824 0.559
H -8.747 -7.667 -1.165
H -7.293 -12.424 -0.198
H -8.617 -11.967 0.511
C -10.273 0.689 3.735
C -9.659 1.908 4.413
C -10.038 3.170 3.607
O -9.800 4.478 4.303
C -8.351 4.889 4.303
N -10.184 2.035 5.760
H -11.357 0.602 3.668
H -9.888 -0.254 4.124
H -9.996 0.694 2.681
H -8.574 1.824 4.477
H -11.089 3.205 3.319
H -9.576 3.315 2.631
H -7.929 5.138 3.329
H -7.799 4.047 4.722
H -8.192 5.753 4.947
H -11.137 2.338 5.615
H -9.751 2.856 6.159
C -12.562 -7.607 -7.893
C -12.120 -6.469 -8.835
C -11.232 -5.411 -8.109
O -11.968 -4.761 -7.080
C -11.253 -3.628 -6.458
N -11.381 -7.147 -9.892
H -11.778 -8.286 -7.560
H -13.457 -8.047 -8.334
H -13.002 -7.239 -6.966
H -12.960 -5.958 -9.306
H -10.810 -4.718 -8.837
H -10.425 -5.987 -7.657
H -10.287 -3.942 -6.064
H -11.899 -3.282 -5.651
H -11.124 -2.803 -7.160
H -10.414 -7.261 -9.623
H -11.333 -6.504 -10.669
C -2.776 -0.911 0.639
C -3.213 0.306 -0.188
C -2.053 0.820 -1.162
O -0.871 1.228 -0.426
C 0.290 1.414 -1.143
N -4.374 -0.128 -0.962
H -1.832 -0.708 1.146
H -2.572 -1.813 0.062
H -3.480 -1.114 1.446
H -3.508 1.105 0.491
H -2.445 1.690 -1.689
H -1.754 0.088 -1.913
H 0.525 0.508 -1.700
H 1.108 1.642 -0.459
H 0.084 2.239 -1.825
H -4.816 0.571 -1.542
H -4.111 -0.862 -1.604
*
```

Calculated total energy (eV): -107438.53171
Orbital gap (eV): 9.20
LUMO energy (Eh): 0.013
E_HOMO (eV): -8.9
M (g mol⁻¹): 1182.72

3.
Molecular formula: C9H14
Method: DFT, ωB97M-V with the def2-TZVPD basis set

Geometry as ORCA input:
```
! RIJCOSX wB97M-V def2-TZVPD def2/J DEFGRID3
* xyz 0 1
C -0.246 2.481 -1.956
C -0.442 1.019 -1.692
C -1.521 0.539 -0.983
C -1.708 -0.840 -0.817
C -0.774 -1.746 -1.269
C 0.345 -1.225 -1.923
C 0.506 0.114 -2.189
H -0.940 3.093 -1.397
H -0.484 2.682 -3.007
H 0.763 2.863 -1.779
H -2.176 1.230 -0.467
H -2.573 -1.148 -0.232
H -0.828 -2.789 -1.009
H 1.174 -1.911 -2.085
H 1.339 0.481 -2.763
C 1.485 -0.573 2.363
C 0.482 -0.639 3.506
H 2.079 -1.469 2.175
H 0.885 -0.443 1.464
H 2.133 0.281 2.521
H 0.282 -1.660 3.849
H -0.512 -0.252 3.268
H 0.731 -0.089 4.423
*
```

Calculated total energy (eV): -9559.77472
Orbital gap (eV): 10.10
LUMO energy (Eh): 0.037
E_HOMO (eV): -9.1
SMILES: Cc1ccccc1.CC
M (g mol⁻¹): 122.21

4.
Molecular formula: C4H6N2
Method: DFT, ωB97M-V with the def2-TZVPD basis set

Geometry as ORCA input:
```
! RIJCOSX wB97M-V def2-TZVPD def2/J DEFGRID3
* xyz 0 1
N -0.162 0.918 -1.166
C 0.078 -0.235 -1.508
C 0.363 -1.273 -0.449
C 0.317 -0.783 0.974
C -0.500 2.110 -0.883
N -0.414 -1.359 1.837
H -0.360 -2.087 -0.564
H 1.349 -1.700 -0.669
H 0.941 0.095 1.198
H -1.547 2.330 -0.703
H 0.254 2.886 -0.812
H -0.319 -0.902 2.746
*
```

Calculated total energy (eV): -7222.40504
Orbital gap (eV): 9.09
LUMO energy (Eh): 0.034
E_HOMO (eV): -8.2
M (g mol⁻¹): 82.11